The following is a DFT calculation (ωB97M-V with the def2-TZVPD basis set) of a 2-piece molecular cluster, C4H13N3 overall.

Results
Energy above the lowest of the compared OMol25 structures with the same formula, charge and spin   49.6 kJ/mol
Orbital gap   9.81 eV
DFT total energy   -324.45603 Ha

Each line ends with the Löwdin charge.
Element x y z (Å)
C (-1.908, -0.046, 1.227)  -0.34
C (-1.906, 1.030, 0.158)  -0.12
N (-0.531, -0.433, 1.588)  -0.03
H (-0.015, 0.405, 1.841)  0.07
H (-0.540, -1.029, 2.413)  0.07
H (-2.483, 0.296, 2.104)  0.10
H (-2.397, -0.949, 0.859)  0.10
H (-1.674, 2.000, 0.599)  0.07
H (-1.125, 0.842, -0.642)  0.03
H (-2.883, 1.089, -0.317)  0.07
C (2.662, -0.142, -0.846)  -0.04
C (1.212, -0.285, -1.251)  -0.58
N (0.607, -1.421, -0.807)  0.08
N (0.504, 0.620, -1.798)  0.09
H (-0.390, -1.432, -0.977)  0.08
H (0.768, -1.643, 0.216)  0.10
H (1.037, 1.404, -2.162)  0.05
H (3.211, 0.443, -1.588)  0.07
H (3.125, -1.122, -0.738)  0.07
H (2.726, 0.374, 0.121)  0.08

***

The following is a DFT calculation (ωB97M-V with the def2-TZVPD basis set) of a 3-piece molecular cluster, C4H13N3 overall.

Results
Charge   +2
Energy above the lowest of the compared OMol25 structures with the same formula, charge and spin   379.8 kJ/mol
Orbital gap   7.42 eV
DFT total energy   -323.74834 Ha

Each line ends with the Löwdin charge.
Element x y z (Å)
C (-0.363, -2.536, -1.296)  0.18
C (-1.658, -2.808, -1.170)  -0.26
C (0.314, -5.124, -2.461)  -0.08
C (0.786, 8.350, 3.763)  0.14
N (1.993, 8.012, 4.092)  0.16
N (0.693, -3.762, -2.566)  0.07
N (-2.486, -2.114, -0.448)  0.11
H (0.473, -2.086, -0.939)  0.05
H (-2.199, -3.557, -1.786)  0.16
H (0.838, -5.699, -3.085)  0.05
H (0.572, -5.563, -1.372)  0.17
H (-0.675, -5.279, -2.556)  0.05
H (-0.058, 8.677, 4.505)  0.17
H (0.442, 8.464, 2.684)  0.14
H (2.279, 7.871, 5.117)  0.20
H (2.686, 7.833, 3.313)  0.18
H (0.490, -3.316, -3.432)  0.14
H (1.468, -3.532, -2.028)  0.10
H (-2.290, -1.179, -0.075)  0.15
H (-3.307, -2.653, -0.259)  0.12

***

The following is a DFT calculation (ωB97M-V with the def2-TZVPD basis set) of a 2-piece molecular cluster, C4H13N3 overall.

Results
Charge   +2
Energy above the lowest of the compared OMol25 structures with the same formula, charge and spin   913.2 kJ/mol
Orbital gap (alpha / beta)   5.63 / 5.62 eV
DFT total energy   -323.54516 Ha

Each line ends with the Löwdin charge.
Element x y z (Å)
C (1.534, 0.598, 0.407)  -0.08
C (-0.846, 0.318, -0.065)  -0.05
C (-3.859, -1.448, 0.066)  0.48
C (-1.328, 1.663, -0.202)  -0.07
N (0.313, -0.189, 0.176)  0.01
N (2.654, 0.070, -0.425)  0.04
N (2.781, -1.237, 0.097)  0.08
H (1.126, 1.674, 0.226)  0.16
H (1.683, 0.514, 1.544)  0.19
H (-4.426, -0.670, -0.226)  0.01
H (-3.609, -1.247, 1.040)  0.02
H (-3.759, -2.333, -0.647)  0.12
H (-2.153, 1.553, -0.866)  0.09
H (-0.498, 2.356, -0.202)  0.08
H (-2.032, 1.969, 0.569)  0.12
H (0.586, -1.154, 0.228)  0.13
H (2.487, -0.120, -1.377)  0.18
H (3.567, 0.574, -0.490)  0.23
H (3.162, -1.062, 1.024)  0.13
H (3.399, -1.875, -0.402)  0.15

***

The following is a DFT calculation (ωB97M-V with the def2-TZVPD basis set) of an isolated ion of composition C4H13N3 and charge +3.

Results
Charge   +3
Energy above the lowest of the compared OMol25 structures with the same formula, charge and spin   215.5 kJ/mol
Orbital gap (alpha / beta)   10.91 / 6.65 eV
2S+1   2
DFT total energy   -323.17121 Ha

Each line ends with the Mulliken spin population.
Element x y z (Å)
C (1.675, 0.529, -0.087)  0.01
C (0.715, -0.674, 0.195)  0.03
C (-0.731, -0.178, 0.326)  0.06
C (-1.744, -0.692, -0.630)  0.43
N (-3.155, -0.196, -0.591)  -0.01
N (-1.045, 0.843, 1.262)  0.42
N (3.123, 0.050, -0.220)  0.00
H (1.395, 1.076, -1.019)  0.00
H (1.651, 1.244, 0.769)  0.00
H (0.883, -1.041, 1.105)  0.01
H (0.807, -1.381, -0.592)  0.01
H (-1.423, -1.203, -1.563)  0.01
H (-3.300, 0.676, -0.033)  0.01
H (-3.561, -0.022, -1.488)  0.00
H (-3.825, -0.832, -0.054)  0.02
H (-0.621, 1.766, 1.107)  -0.01
H (-1.167, 0.470, 2.217)  0.01
H (3.143, -0.954, -0.556)  0.00
H (3.433, -0.073, 0.723)  0.00
H (3.747, 0.591, -0.870)  0.00

***

The following is a DFT calculation (ωB97M-V with the def2-TZVPD basis set) of C4H13N3O as an isolated structure.

Results
Energy above the lowest of the compared OMol25 structures with the same formula, charge and spin   438.3 kJ/mol
Orbital gap   8.77 eV
DFT total energy   -399.58035 Ha

Each line ends with the Löwdin charge.
Element x y z (Å)
C (-0.078, 1.078, 0.975)  -0.59
N (-1.070, 0.716, 1.927)  0.08
N (0.998, 1.803, 1.557)  0.11
N (-0.670, 1.790, -0.125)  0.05
H (-0.115, -0.057, 0.049)  0.12
H (-0.983, 2.709, 0.175)  0.08
H (-0.712, 0.160, 2.693)  0.08
H (-1.841, 0.245, 1.474)  0.08
H (1.908, 1.489, 1.239)  0.08
H (0.987, 1.813, 2.570)  0.08
H (0.010, 1.789, -0.883)  0.09
C (-0.397, -1.608, -0.938)  -0.17
C (-0.016, -1.238, -2.349)  -0.13
C (0.854, -1.012, 0.243)  -0.37
O (1.971, -0.764, -0.205)  -0.07
H (0.652, -1.582, 1.167)  0.12
H (-0.375, -2.680, -0.753)  0.09
H (-1.377, -1.222, -0.637)  0.08
H (-0.005, -2.123, -2.990)  0.07
H (-0.714, -0.517, -2.775)  0.07
H (0.975, -0.788, -2.413)  0.07

***

The following is a DFT calculation (ωB97M-V with the def2-TZVPD basis set) of C4H13N3O as an isolated structure.

Results
Energy above the lowest of the compared OMol25 structures with the same formula, charge and spin   385.3 kJ/mol
Orbital gap   9.31 eV
DFT total energy   -399.60054 Ha

Each line ends with the Löwdin charge.
Element x y z (Å)
C (2.045, -0.455, -0.302)  -0.06
C (0.909, 1.336, 0.898)  -0.08
N (0.743, 0.159, 0.022)  -0.23
H (-0.264, 0.746, -1.030)  0.16
H (0.991, 1.065, 1.952)  0.09
H (1.789, 1.920, 0.615)  0.09
H (1.956, -1.145, -1.141)  0.08
H (2.789, 0.306, -0.548)  0.09
H (2.426, -1.014, 0.556)  0.09
H (0.045, 1.983, 0.728)  0.07
C (-0.406, -2.069, -0.413)  -0.04
C (-0.328, -0.801, 0.402)  -0.44
N (-2.175, 1.615, -0.505)  -0.07
O (-1.438, 0.716, -1.372)  -0.30
N (-1.149, -0.639, 1.368)  0.15
H (-2.843, 0.993, -0.038)  0.06
H (-2.741, 2.167, -1.150)  0.06
H (-1.050, 0.267, 1.820)  0.04
H (0.318, -2.797, -0.041)  0.08
H (-0.202, -1.876, -1.468)  0.08
H (-1.417, -2.474, -0.352)  0.09

***

The following is a DFT calculation (ωB97M-V with the def2-TZVPD basis set) of a 2-piece molecular cluster, C4H13N3S overall.

Results
Energy above the lowest of the compared OMol25 structures with the same formula, charge and spin   159.0 kJ/mol
Orbital gap   8.52 eV
DFT total energy   -722.60834 Ha

Each line ends with the Löwdin charge.
Element x y z (Å)
C (0.705, 1.648, 1.599)  -0.21
C (0.761, 1.827, 0.273)  -0.19
N (-0.470, 2.053, -0.444)  -0.05
N (1.841, 1.385, 2.382)  0.02
H (-0.237, 1.653, 2.136)  0.12
H (1.686, 1.700, -0.274)  0.11
H (-1.169, 0.705, -0.685)  -0.13
H (-1.186, 2.414, 0.172)  0.10
H (-0.301, 2.636, -1.252)  0.10
H (2.701, 1.629, 1.917)  0.08
H (1.829, 1.795, 3.303)  0.07
C (0.080, -2.133, -1.034)  -0.37
C (-1.177, -1.589, -1.727)  -0.59
S (-2.120, -0.420, -0.717)  0.60
N (-0.132, -2.567, 0.352)  -0.04
H (0.870, -1.374, -1.009)  0.09
H (0.479, -2.975, -1.601)  0.10
H (-1.848, -2.430, -1.959)  0.06
H (-0.931, -1.112, -2.679)  0.06
H (-0.993, -3.110, 0.366)  0.06
H (-0.386, -1.737, 0.880)  0.02

***

The following is a DFT calculation (ωB97M-V with the def2-TZVPD basis set) of a 2-piece molecular cluster, C4H13N4 overall.

Results
Charge   +1
Energy above the lowest of the compared OMol25 structures with the same formula, charge and spin   495.0 kJ/mol
Orbital gap (alpha / beta)   7.64 / 8.19 eV
DFT total energy   -378.84721 Ha

Each line ends with the Löwdin charge.
Element x y z (Å)
C (1.414, -0.506, 0.398)  -0.25
C (-1.402, -0.344, 1.463)  -0.04
C (-1.962, -0.348, -1.017)  -0.04
C (-0.932, -0.408, 0.065)  -0.30
N (2.632, -0.908, -0.037)  0.12
N (1.289, 1.607, -0.154)  -0.10
N (-0.021, 1.828, -0.360)  -0.04
N (0.360, -0.816, -0.313)  0.07
H (1.370, -0.171, 1.435)  0.16
H (-1.478, 0.669, 1.944)  0.12
H (-2.389, -0.748, 1.493)  0.08
H (-0.896, -0.842, 2.286)  0.09
H (-2.629, 0.488, -0.638)  0.12
H (-2.746, -1.063, -0.987)  0.08
H (-1.511, 0.006, -1.975)  0.10
H (3.639, -0.747, 0.282)  0.17
H (2.534, -1.236, -0.954)  0.08
H (1.613, 2.194, 0.636)  0.13
H (1.983, 1.717, -1.006)  0.17
H (-0.344, 1.906, -1.374)  0.08
H (0.398, -0.957, -1.367)  0.20

***

The following is a DFT calculation (ωB97M-V with the def2-TZVPD basis set) of C4H13N4 as an isolated structure.

Results
Charge   +2
Energy above the lowest of the compared OMol25 structures with the same formula, charge and spin   117.1 kJ/mol
Orbital gap (alpha / beta)   8.09 / 4.17 eV
2S+1   2
DFT total energy   -378.50572 Ha

Each line ends with the Mulliken spin population.
Element x y z (Å)
C (0.995, 0.760, -1.833)  0.38
C (2.187, 0.252, -1.399)  0.09
N (3.407, 0.724, -1.897)  0.39
N (-0.187, 0.135, -1.434)  0.07
H (0.922, 1.598, -2.532)  0.00
H (2.189, -0.564, -0.642)  0.00
H (4.288, 0.651, -1.391)  -0.01
H (3.376, 1.636, -2.349)  -0.01
H (-0.921, -0.031, -2.110)  0.00
H (-0.632, 0.692, -0.474)  0.00
H (0.004, -0.823, -1.070)  0.00
C (-1.847, -0.006, 1.285)  0.00
C (-1.317, -0.953, 2.064)  0.02
N (-2.163, -2.055, 2.482)  0.00
N (-1.115, 1.113, 0.710)  0.06
H (-2.921, 0.027, 1.134)  0.00
H (-0.270, -0.963, 2.364)  0.00
H (-1.849, -2.358, 3.419)  0.00
H (-1.912, -2.842, 1.859)  0.00
H (-0.259, 1.293, 1.270)  0.00
H (-1.711, 1.949, 0.803)  0.00

***

The following is a DFT calculation (ωB97M-V with the def2-TZVPD basis set) of a 2-piece molecular cluster, C4H13N4O overall.

Results
Charge   +1
Energy above the lowest of the compared OMol25 structures with the same formula, charge and spin   314.0 kJ/mol
Orbital gap   9.80 eV
DFT total energy   -454.20816 Ha

Each line ends with the Löwdin charge.
Element x y z (Å)
C (0.786, -1.067, 2.402)  -0.03
C (1.437, 0.883, 1.109)  -0.41
N (0.611, 1.614, 1.889)  0.21
N (1.780, -0.368, 1.487)  0.02
N (1.665, 1.321, -0.175)  0.18
H (0.268, 1.276, 2.710)  0.06
H (0.051, 2.503, 1.891)  0.18
H (2.766, -0.751, 1.270)  0.20
H (2.538, 0.959, -0.578)  0.13
H (1.412, 2.116, -0.743)  0.13
H (1.206, -0.750, 3.466)  0.13
H (0.867, -2.134, 2.266)  0.08
H (-0.254, -0.794, 2.341)  0.08
C (-0.942, -1.334, -2.731)  0.02
C (-1.533, -0.266, -1.664)  -0.56
O (-0.909, -0.091, -0.654)  0.00
N (-2.726, 0.330, -1.855)  0.19
H (-3.202, 0.777, -1.160)  0.08
H (-3.299, 0.193, -2.623)  0.09
H (0.221, -1.306, -2.554)  0.12
H (-1.267, -0.805, -3.531)  0.01
H (-1.476, -2.307, -2.563)  0.10